Computed, not measured: a structure of composition C23H42Cl3N4O3SiYb, with ωB97M-V with the def2-TZVPD basis set.

Geometry as XYZ:
```
77
Properties=species:S:1:pos:R:3
C -1.809 -0.420 -4.259
C -2.302 0.703 -3.349
H -2.413 -0.523 -5.170
H -1.838 -1.359 -3.701
H -0.774 -0.208 -4.560
C -3.336 1.542 -3.718
C -4.392 1.155 -4.677
H -3.470 2.516 -3.239
H -4.545 0.062 -4.730
H -4.239 1.505 -5.715
H -5.356 1.579 -4.354
Yb 0.782 -0.942 1.876
Cl 1.824 0.136 -0.564
Cl 1.189 -2.973 3.362
H 5.067 -1.609 4.553
H 6.382 -1.945 2.198
C 4.257 -2.135 4.025
C 5.431 -2.388 1.874
N 4.306 -1.832 2.605
H 3.273 -1.868 4.424
C 3.612 -0.824 2.044
O 2.797 -0.085 2.654
H 5.292 -2.167 0.814
H 3.789 -0.707 0.959
H 4.384 -3.219 4.118
H 5.478 -3.469 2.028
H -3.623 -2.147 0.127
H -4.199 0.729 -0.167
C -3.752 -1.915 1.196
C -4.520 0.416 0.839
N -3.581 -0.495 1.440
H -3.036 -2.476 1.791
C -2.473 -0.025 2.024
O -1.480 -0.726 2.331
H -4.611 1.312 1.465
H -2.508 1.038 2.313
H -4.782 -2.181 1.473
H -5.497 -0.063 0.751
O -2.346 0.140 -1.808
C -1.366 1.000 -2.165
C -1.527 2.860 -0.392
C -1.159 2.400 -1.665
H -1.853 2.115 0.336
C -1.469 4.226 -0.088
H -0.446 0.400 -2.175
C -0.426 3.285 -2.480
H -1.873 4.582 0.862
C -0.964 5.136 -1.014
C -0.353 4.652 -2.176
H 0.065 2.907 -3.393
H -0.980 6.206 -0.800
H 0.134 5.344 -2.865
Si 0.471 -3.567 -1.166
Cl -0.487 -1.871 -0.176
C 0.037 -4.786 0.215
C 2.314 -3.323 -1.064
C -0.145 -4.057 -2.847
H 0.071 -4.350 1.233
H 0.734 -5.640 0.219
H -0.995 -5.143 0.047
H -1.227 -4.245 -2.856
H 0.324 -5.007 -3.189
H 0.059 -3.326 -3.643
H 2.677 -2.321 -1.359
H 2.795 -4.070 -1.729
H 2.684 -3.501 -0.026
C 3.559 3.087 2.259
N 2.187 3.055 2.717
C 1.762 4.001 3.720
C 1.293 2.253 2.203
N 0.428 1.552 1.809
H 4.104 3.769 2.915
H 3.627 3.435 1.220
H 4.003 2.088 2.292
H 0.958 4.643 3.348
H 1.374 3.484 4.603
H 2.627 4.601 3.998
```

Values from the calculation:
Relative energy (zero: lowest compared OMol25 entry of this formula, charge and spin) (eV): 2.7918
E_HOMO (spin up / spin down) (eV): -5.8 / -5.8
Spin multiplicity: 2
Gap between HOMO and LUMO (spin up / spin down) (eV): 6.45 / 5.72